FeH40O20 as an isolated structure in a non-equilibrium geometry. Source: the Open Molecules 2025 dataset; level of theory: ωB97M-V with the def2-TZVPD basis set.

Summary:
- HOMO level (alpha / beta) (eV) = -18.637 / -18.634
- orbital gap (alpha / beta) (hartree) = 0.4021 / 0.2824
- LUMO level (alpha / beta) (eV) = -7.70 / -10.95

The geometry in ORCA input format:
```
! RIJCOSX wB97M-V def2-TZVPD def2/J DEFGRID3
* xyz 3 6
Fe 0.23 0.25 -0.01
O 1.27 1.84 3.93
H 1.95 2.52 3.95
H 1.13 1.63 4.85
O -3.46 -0.29 -1.28
H -3.81 -0.76 -0.53
H -4.22 -0.07 -1.81
O 3.50 2.41 -1.00
H 4.23 2.36 -0.38
H 3.64 3.24 -1.46
O -0.20 3.59 -0.36
H -0.57 4.29 0.17
H 0.32 4.04 -1.03
O -0.77 -0.94 1.31
H -0.46 -1.81 1.56
H -1.42 -0.72 1.98
O -2.93 -0.36 2.65
H -3.79 -0.59 2.29
H -2.96 -0.69 3.54
O -1.58 1.14 -0.20
H -1.78 2.07 -0.20
H -2.38 0.72 -0.51
O 0.13 -2.48 -3.80
H 0.26 -3.41 -3.96
H -0.46 -2.19 -4.50
O -0.38 -3.78 -0.83
H -0.87 -4.38 -1.39
H -0.81 -3.84 0.02
O 1.87 -0.86 0.04
H 2.35 -1.24 -0.70
H 2.52 -0.79 0.73
O -3.08 -2.95 -2.01
H -2.94 -2.15 -1.50
H -3.39 -2.65 -2.86
O -1.06 2.53 2.76
H -0.69 2.10 3.53
H -1.93 2.80 3.03
O 1.92 -0.96 2.89
H 2.68 -0.78 3.44
H 1.32 -1.45 3.46
O 1.06 1.40 1.32
H 1.55 2.19 1.11
H 1.24 1.25 2.25
O -0.60 0.60 -3.60
H -0.46 -0.10 -4.25
H -1.14 1.24 -4.06
O 1.10 1.17 -1.57
H 1.99 1.52 -1.65
H 0.68 1.42 -2.40
O -0.39 -0.95 -1.49
H -0.59 -1.86 -1.68
H -0.23 -0.55 -2.34
O 2.16 3.96 1.88
H 2.88 4.16 1.28
H 1.53 4.67 1.74
O -0.52 -3.88 1.84
H 0.02 -4.66 1.73
H -1.03 -4.05 2.63
O 2.48 -1.52 -2.47
H 1.82 -2.08 -2.86
H 3.09 -1.31 -3.18
*
```



C19H21IN2O3RuS as an isolated structure in a non-equilibrium geometry. Source: the Open Molecules 2025 dataset; level of theory: ωB97M-V with the def2-TZVPD basis set.

Summary:
- HOMO level (alpha / beta) (eV) = -15.304 / -15.303
- ΔE to the lowest compared entry with this formula, charge and spin (kcal/mol) = 28.31
- orbital gap (alpha / beta) (hartree) = 0.2908 / 0.1910
- LUMO level (alpha / beta) (eV) = -7.39 / -10.10

The geometry in ORCA input format:
```
! RIJCOSX wB97M-V def2-TZVPD def2/J DEFGRID3
* xyz 2 5
C -0.91 -1.16 0.59
C 1.57 -0.12 1.24
H -1.46 -1.34 1.52
H -0.10 -1.88 0.47
H -1.56 -1.20 -0.28
H 2.21 0.69 1.62
H 1.38 -0.83 2.04
H 2.04 -0.61 0.38
C -3.24 1.21 0.09
C -4.42 1.92 -0.08
C -4.37 3.31 -0.09
C -3.14 3.94 0.07
H -3.22 0.13 0.12
H -5.36 1.39 -0.19
H -5.27 3.90 -0.21
H -3.08 5.02 0.09
N -2.05 1.81 0.24
C -1.98 3.17 0.24
C -0.65 3.75 0.44
N 0.36 2.88 0.68
C 1.60 3.35 0.89
C 0.88 5.61 0.64
C 1.90 4.70 0.88
H 2.36 2.60 1.08
H 2.92 5.03 1.06
C -0.41 5.13 0.42
H -1.22 5.82 0.22
H 1.07 6.68 0.62
Ru -0.20 0.76 0.71
I -0.91 1.12 3.38
C 1.84 -6.53 0.00
C 1.61 -5.14 -0.53
C 2.68 -4.23 -0.57
C 2.48 -2.92 -1.02
C 1.21 -2.50 -1.46
C 0.15 -3.43 -1.45
C 0.35 -4.74 -0.98
S 0.94 -0.79 -2.01
O 2.25 -0.31 -2.66
O 0.13 -0.92 -3.31
O 0.27 0.69 -1.32
H 2.60 -7.05 -0.63
H 2.20 -6.48 1.04
H 0.90 -7.13 -0.02
H 3.66 -4.53 -0.23
H 3.31 -2.23 -1.03
H -0.84 -3.13 -1.78
H -0.49 -5.43 -0.96
*
```



One molecule with the formula C9H15OPS in a non-equilibrium geometry. Source: the Open Molecules 2025 dataset; level of theory: ωB97M-V with the def2-TZVPD basis set.

Summary:
- HOMO level (eV) = -9.073
- SMILES = Cc1ccc([P@@H](=O)C(C)(C)C)s1
- ΔE to the lowest compared entry with this formula, charge and spin (kcal/mol) = 0.00
- orbital gap (hartree) = 0.3577
- LUMO level (eV) = 0.66

The geometry in ORCA input format:
```
! RIJCOSX wB97M-V def2-TZVPD def2/J DEFGRID3
* xyz 0 1
C 4.57 0.06 -0.86
C 3.40 0.42 -0.01
C 3.17 0.35 1.34
C 1.80 0.61 1.70
C 1.08 0.97 0.62
P -0.74 1.51 0.61
O -0.93 2.85 0.03
C -1.79 0.12 -0.21
C -3.22 0.62 -0.23
C -1.32 0.05 -1.71
C -1.74 -1.23 0.57
S 1.96 0.89 -0.82
H 5.60 0.15 -0.31
H 4.55 -0.93 -1.18
H 4.60 0.77 -1.67
H 3.80 -0.10 2.03
H 1.16 0.34 2.61
H -1.13 1.24 1.93
H -3.77 -0.12 0.27
H -3.30 1.58 0.30
H -3.53 0.67 -1.23
H -0.67 0.90 -1.86
H -2.19 0.11 -2.47
H -0.80 -0.89 -1.92
H -2.00 -1.12 1.65
H -2.58 -1.89 0.06
H -0.79 -1.70 0.37
*
```



C18H25Cl2IrN2O4S2 as an isolated structure. Source: the Open Molecules 2025 dataset; level of theory: ωB97M-V with the def2-TZVPD basis set.

Summary:
- HOMO level (alpha / beta) (eV) = -17.535 / -17.651
- ΔE to the lowest compared entry with this formula, charge and spin (kcal/mol) = 4.11
- orbital gap (alpha / beta) (hartree) = 0.2898 / 0.2227
- LUMO level (alpha / beta) (eV) = -9.65 / -11.59

The geometry in ORCA input format:
```
! RIJCOSX wB97M-V def2-TZVPD def2/J DEFGRID3
* xyz 3 2
Ir 0.18 0.53 -0.79
C 1.93 -0.67 1.33
C 0.57 -0.64 2.07
O -0.47 -0.55 1.09
C -1.82 -0.66 1.60
C -2.66 -1.34 0.53
O -2.63 -0.54 -0.64
C -2.82 -1.21 -1.87
C -1.48 -1.44 -2.60
O -0.36 -1.26 -1.68
C 0.80 -2.11 -1.86
C 1.47 -2.18 -0.52
O 1.72 -0.81 -0.09
H 2.56 -1.48 1.67
H 2.48 0.26 1.46
H 0.53 0.21 2.75
H 0.43 -1.55 2.65
H -2.20 0.33 1.86
H -1.80 -1.29 2.49
H -3.68 -1.46 0.89
H -2.24 -2.33 0.33
H -3.46 -0.58 -2.49
H -3.34 -2.16 -1.73
H -1.34 -0.78 -3.46
H -1.41 -2.47 -2.95
H 1.43 -1.69 -2.64
H 0.46 -3.10 -2.16
H 2.43 -2.69 -0.58
H 0.82 -2.66 0.20
Cl 0.81 2.42 0.46
C -0.54 3.55 0.27
C -0.53 4.70 1.01
C -1.59 5.61 0.82
C -2.60 5.35 -0.09
C -2.58 4.18 -0.84
Cl -3.82 3.87 -1.96
C -1.54 3.23 -0.66
S -1.52 1.80 -1.58
H 0.26 4.92 1.71
H -1.61 6.52 1.39
H -3.40 6.06 -0.24
C 3.55 -0.41 -4.33
N 3.88 0.43 -3.17
C 5.16 0.67 -2.74
C 5.09 1.51 -1.68
N 3.76 1.77 -1.49
C 3.02 1.11 -2.40
S 1.31 1.29 -2.68
H 4.39 -0.38 -5.01
H 2.67 -0.02 -4.83
H 3.39 -1.44 -4.01
H 6.02 0.24 -3.23
H 5.86 1.95 -1.08
H 3.38 2.46 -0.85
*
```



A 4-piece molecular cluster, C20H21F25NO5 overall in a non-equilibrium geometry. Source: the Open Molecules 2025 dataset; level of theory: ωB97M-V with the def2-TZVPD basis set.

Summary:
- HOMO level (eV) = -4.575
- orbital gap (hartree) = 0.2417
- LUMO level (eV) = 2.00

The geometry in ORCA input format:
```
! RIJCOSX wB97M-V def2-TZVPD def2/J DEFGRID3
* xyz -1 1
C 8.06 0.80 -1.15
C 6.94 1.91 -1.43
C 5.55 1.16 -1.34
F 5.42 0.63 -0.06
N 4.42 1.99 -1.74
C 3.11 1.40 -1.38
C 2.97 -0.13 -1.80
O 3.00 -0.95 -0.87
O 2.86 -0.47 -3.05
H 7.57 -0.20 -1.23
H 8.34 0.93 -0.07
H 8.94 0.90 -1.83
H 7.05 2.38 -2.44
H 7.05 2.71 -0.66
H 5.64 0.29 -2.05
H 4.43 2.21 -2.73
H 2.28 1.94 -1.92
H 3.00 1.51 -0.27
C 0.42 -1.84 -4.78
C 0.02 -0.73 -5.78
C -1.14 0.18 -5.35
F -2.28 -0.49 -5.11
F -1.41 1.07 -6.34
F -0.22 -1.29 -6.99
F 1.11 0.06 -5.94
O -0.14 -3.15 -5.00
C -1.42 -3.42 -4.53
C -2.43 -3.64 -5.66
F -2.46 -2.61 -6.52
F -3.69 -3.76 -5.15
F -1.79 -2.46 -3.66
F -1.33 -4.56 -3.80
H 1.49 -1.99 -4.92
H 0.31 -1.52 -3.75
H -0.87 0.75 -4.45
H -2.19 -4.54 -6.22
C -0.03 -1.13 1.33
C -0.46 -0.04 0.33
C -1.64 0.84 0.75
F -2.77 0.13 0.98
F -1.95 1.72 -0.25
F -0.68 -0.62 -0.87
F 0.61 0.78 0.17
O -0.54 -2.46 1.13
C -1.81 -2.76 1.61
C -2.82 -3.02 0.48
F -2.87 -2.00 -0.39
F -4.06 -3.18 1.00
F -2.21 -1.80 2.47
F -1.68 -3.89 2.35
H 1.05 -1.24 1.19
H -0.15 -0.81 2.37
H -1.41 1.42 1.64
H -2.55 -3.92 -0.07
C -3.34 0.77 5.15
C -4.10 1.14 6.45
C -4.84 2.48 6.46
F -4.02 3.53 6.23
F -5.40 2.69 7.67
F -3.25 1.04 7.49
F -5.04 0.17 6.64
O -1.94 1.05 5.09
C -1.54 2.35 4.76
C -0.87 3.08 5.93
F -1.64 3.10 7.03
F -0.62 4.37 5.59
F -2.58 3.02 4.25
F -0.65 2.22 3.76
H -3.39 -0.32 5.09
H -3.86 1.13 4.26
H -5.63 2.49 5.71
H 0.08 2.61 6.19
*
```



A 2-piece molecular cluster, C3H8NS overall. Source: the Open Molecules 2025 dataset; level of theory: ωB97M-V with the def2-TZVPD basis set.

Summary:
- HOMO level (eV) = -12.895
- ΔE to the lowest compared entry with this formula, charge and spin (kcal/mol) = 24.03
- orbital gap (hartree) = 0.2672
- LUMO level (eV) = -5.62

The geometry in ORCA input format:
```
! RIJCOSX wB97M-V def2-TZVPD def2/J DEFGRID3
* xyz 1 1
C -0.22 1.29 0.63
C -0.49 2.42 0.00
C 1.35 -0.53 0.70
N 0.80 0.45 0.09
H -0.62 0.92 1.57
H -0.03 2.59 -0.97
H -1.19 3.14 0.39
H 2.14 -1.10 0.22
H 1.01 -0.78 1.69
H 1.18 0.77 -0.80
S -1.14 -2.79 -1.72
H -2.23 -3.46 -1.32
H -0.58 -2.90 -0.50
*
```